Formula: C20H22N2O4
Source: the OMol25 dataset
Level of theory: wB97M-V/def2-TZVPD

HOMO energy	-7.8	eV
energy above the lowest of the compared OMol25 structures with the same formula, charge and spin	54.38	kcal per mole
SMILES	Cc1ccc(/C=C(\NC(=O)c2ccccc2)C(=O)NC[C@@H]2CCCO2)o1
orbital gap	8.068	eV
spin multiplicity	1

Atoms and positions in Å:
C: 3.0653 -0.2017 3.9875
C: 1.7079 0.3678 3.7867
C: 0.7429 0.7606 4.6740
C: -0.3406 1.2225 3.9023
C: 0.0271 1.0746 2.5831
C: -0.6972 1.3957 1.3960
C: -0.3687 1.0601 0.1315
N: 0.7258 0.2263 -0.1744
C: 0.9285 -0.9989 0.3985
O: 0.0919 -1.5694 1.0632
C: 2.2642 -1.5927 0.0991
C: 2.3609 -2.9717 -0.0567
C: 3.5882 -3.5613 -0.2964
C: 4.7305 -2.7799 -0.3624
C: 4.6437 -1.4091 -0.1822
C: 3.4156 -0.8133 0.0446
C: -1.2005 1.5543 -0.9935
O: -1.9562 2.5028 -0.8806
N: -0.9874 0.9111 -2.1771
C: -1.8659 1.1449 -3.2954
C: -2.9640 0.0607 -3.3937
C: -4.1171 0.5223 -4.2940
C: -5.0256 1.2752 -3.3126
C: -4.5533 0.7940 -1.9253
O: -3.5564 -0.1914 -2.1438
O: 1.2837 0.5625 2.5263
H: 3.1744 -1.1152 3.4040
H: 3.2214 -0.4227 5.0388
H: 3.8294 0.5013 3.6551
H: 0.8039 0.7192 5.7423
H: -1.2748 1.6042 4.2601
H: -1.6015 1.9696 1.5341
H: 1.4075 0.5753 -0.8318
H: 1.4616 -3.5649 0.0147
H: 3.6567 -4.6313 -0.4254
H: 5.6906 -3.2398 -0.5442
H: 5.5370 -0.8026 -0.2152
H: 3.3584 0.2524 0.2148
H: -0.5622 -0.0038 -2.1293
H: -1.2855 1.1626 -4.2226
H: -2.3212 2.1232 -3.1284
H: -2.5130 -0.8830 -3.7204
H: -3.7706 1.1466 -5.1145
H: -4.6310 -0.3466 -4.7043
H: -6.0746 1.0401 -3.4808
H: -4.8984 2.3525 -3.4048
H: -4.1338 1.6222 -1.3419
H: -5.3463 0.3184 -1.3452